1.
Molecular formula: C14H18N2O3
Method: DFT, ωB97M-V/def2-TZVPD

Geometry as XYZ:
```
37
Properties=species:S:1:pos:R:3
C -0.07 3.41 1.00
C 0.10 3.24 -0.29
C -1.01 2.96 -1.27
N -0.73 1.82 -2.12
C -0.57 0.53 -1.70
O -0.16 -0.33 -2.45
N -0.90 0.28 -0.40
C -0.93 -1.07 0.10
C 0.21 -1.31 1.12
C 1.52 -1.04 0.46
C 2.09 0.23 0.52
C 3.27 0.50 -0.15
C 3.90 -0.49 -0.88
C 3.34 -1.75 -0.94
C 2.16 -2.03 -0.28
C -2.27 -1.32 0.78
O -3.02 -0.44 1.12
O -2.47 -2.62 0.99
C -3.66 -3.01 1.66
H 0.75 3.62 1.67
H -1.05 3.37 1.46
H 1.09 3.28 -0.73
H -1.13 3.83 -1.93
H -1.95 2.81 -0.74
H -0.31 2.00 -3.02
H -1.41 0.96 0.14
H -0.80 -1.75 -0.75
H 0.06 -0.65 1.98
H 0.15 -2.35 1.46
H 1.59 1.01 1.08
H 3.70 1.49 -0.10
H 4.82 -0.27 -1.40
H 3.83 -2.53 -1.52
H 1.73 -3.01 -0.34
H -4.23 -2.13 1.95
H -4.25 -3.62 0.97
H -3.39 -3.60 2.53
```

Its net charge is 0. The LUMO energy comes out at 0.8 eV. As for the SMILES: C=CCNC(=O)N[C@@H](Cc1ccccc1)C(=O)OC.



2.
Molecular formula: C14H18N2O3
Method: DFT, ωB97M-V/def2-TZVPD

Geometry as XYZ:
```
37
Properties=species:S:1:pos:R:3
N 2.05 -1.68 -0.12
C 1.17 -0.77 -0.88
C -0.04 -1.64 -1.17
C -1.28 -1.05 -1.94
C -1.15 -0.36 -3.20
C -2.25 -0.06 -3.91
C -3.48 -0.13 -3.32
C -3.66 -0.78 -2.13
C -2.56 -1.29 -1.47
C 0.77 0.60 -0.20
O 0.45 1.38 -1.12
N 0.91 0.98 1.11
C 0.65 2.39 1.37
C 0.72 2.48 2.93
C 1.85 1.45 3.18
C 1.50 0.30 2.23
C 0.60 -0.69 2.84
O -0.35 -0.31 3.55
O 0.84 -1.97 2.60
H 2.48 -2.17 -0.96
H 2.84 -1.25 0.34
H 1.64 -0.52 -1.85
H 0.46 -2.39 -1.87
H -0.40 -2.09 -0.18
H -0.16 -0.43 -3.60
H -2.23 0.45 -4.89
H -4.38 0.18 -3.90
H -4.71 -0.96 -1.87
H -2.63 -2.05 -0.75
H 1.46 2.98 0.85
H -0.26 2.83 0.96
H -0.22 2.20 3.28
H 0.86 3.52 3.24
H 2.81 1.95 2.89
H 1.98 1.23 4.25
H 2.45 -0.27 2.03
H 1.27 -2.05 1.66
```

Its net charge is 0. The LUMO energy comes out at 0.4 eV. As for the SMILES: N[C@@H](Cc1ccccc1)C(=O)N1CCC[C@H]1C(=O)O.



Quick one: most stable of them? 1



1.
Molecular formula: C2HF3N2O
Method: DFT, ωB97M-V/def2-TZVPD

Geometry as XYZ:
```
9
Properties=species:S:1:pos:R:3
C 4.03 -0.83 -0.65
C 0.15 -0.27 -0.20
N 3.55 0.28 -0.47
N 3.63 1.47 -0.50
O 0.96 -1.15 -0.22
F 3.50 -1.94 -0.90
F -0.17 0.35 0.85
F 3.27 2.02 0.79
H -0.24 0.12 -1.10
```

Its net charge is 0. The LUMO energy (spin up / spin down) comes out at -0.5 / -0.5 eV.



2.
Molecular formula: C2HF3N2O
Method: DFT, ωB97M-V/def2-TZVPD

Geometry as XYZ:
```
9
Properties=species:S:1:pos:R:3
F 1.65 1.32 0.80
C 0.53 0.78 0.42
N -0.57 1.26 0.05
N -1.49 0.40 -0.27
F -2.02 0.60 -1.51
O -0.65 -1.03 -0.38
C 0.54 -0.78 0.13
F 0.73 -1.50 1.30
H 1.28 -1.06 -0.54
```

Its net charge is 0. The LUMO energy comes out at -0.4 eV. As for the SMILES: FC1=NN(F)O[C@@H]1F.



Quick one: most stable of them? 2



1.
Molecular formula: C29H49AsHgN5O2SSi4
Method: DFT, ωB97M-V/def2-TZVPD

Geometry as XYZ:
```
92
Properties=species:S:1:pos:R:3
Hg 1.25 0.27 0.61
O 3.75 -6.05 3.42
N 4.17 -5.78 2.28
O 4.95 -6.53 1.68
C 3.83 -4.56 1.67
C 4.36 -4.32 0.40
C 4.05 -3.17 -0.32
C 4.55 -2.89 -1.63
C 4.15 -1.76 -2.28
C 3.25 -0.88 -1.67
N 2.79 -1.11 -0.43
C 3.17 -2.20 0.23
C 2.66 -2.41 1.58
N 1.87 -1.44 2.07
C 1.36 -1.54 3.28
C 1.61 -2.65 4.08
C 2.40 -3.67 3.59
C 2.97 -3.58 2.30
H 5.02 -5.06 -0.02
H 5.23 -3.59 -2.09
H 4.51 -1.53 -3.27
H 2.93 0.04 -2.14
H 0.74 -0.73 3.62
H 1.18 -2.72 5.06
H 2.61 -4.54 4.19
C 0.98 -3.94 -1.70
As -0.51 -2.74 -1.49
C -0.39 -1.46 -2.93
C -2.04 -3.85 -1.89
S -0.62 -1.87 0.41
H 0.95 -4.40 -2.69
H 0.91 -4.70 -0.93
H 1.91 -3.38 -1.58
H -0.42 -1.99 -3.88
H 0.55 -0.92 -2.83
H -1.24 -0.79 -2.84
H -1.86 -4.36 -2.83
H -2.93 -3.23 -1.96
H -2.15 -4.57 -1.08
N -7.65 -1.81 -1.67
C -6.34 -1.42 -1.81
C -5.84 -1.00 -3.05
C -4.51 -0.67 -3.15
N -3.64 -0.73 -2.14
C -4.12 -1.13 -0.96
C -5.44 -1.48 -0.75
H -8.31 -1.49 -2.36
H -8.02 -1.84 -0.73
H -6.49 -0.93 -3.91
H -4.11 -0.34 -4.10
H -3.41 -1.17 -0.14
H -5.76 -1.80 0.23
C -2.66 1.14 1.80
Si -1.47 2.54 2.20
C -2.37 4.19 2.06
C -0.88 2.32 3.97
Si 0.30 2.49 0.67
Si -0.48 3.04 -1.46
C -0.58 4.91 -1.66
C -2.18 2.33 -1.77
C 0.70 2.36 -2.77
Si 2.19 3.74 1.28
C 2.69 3.29 3.03
C 3.60 3.28 0.13
C 1.93 5.60 1.19
H -3.55 1.21 2.43
H -2.18 0.17 1.98
H -2.98 1.16 0.76
H -3.16 4.26 2.81
H -2.82 4.30 1.07
H -1.68 5.02 2.21
H -1.74 2.31 4.64
H -0.21 3.12 4.29
H -0.35 1.37 4.10
H -1.27 5.34 -0.93
H -0.95 5.16 -2.66
H 0.39 5.39 -1.53
H -2.93 2.75 -1.09
H -2.21 1.24 -1.67
H -2.50 2.58 -2.79
H 1.70 2.76 -2.66
H 0.34 2.60 -3.77
H 0.76 1.27 -2.69
H 2.84 2.21 3.13
H 1.93 3.59 3.76
H 3.62 3.79 3.30
H 3.94 2.26 0.32
H 4.45 3.95 0.28
H 3.31 3.34 -0.92
H 1.03 5.92 1.72
H 1.84 5.95 0.15
H 2.78 6.11 1.64
```

Its net charge is 0. The LUMO energy (spin up / spin down) comes out at -0.1 / -0.1 eV. Its multiplicity is 2.



2.
Molecular formula: C29H49AsHgN5O2SSi4
Method: DFT, ωB97M-V/def2-TZVPD

Geometry as XYZ:
```
92
Properties=species:S:1:pos:R:3
Hg -0.08 0.06 -0.26
O -7.01 2.58 0.01
N -6.92 1.33 -0.03
O -7.92 0.60 -0.05
C -5.65 0.72 -0.06
C -5.62 -0.68 -0.09
C -4.42 -1.38 -0.12
C -4.34 -2.80 -0.15
C -3.11 -3.41 -0.17
C -1.95 -2.63 -0.19
N -2.01 -1.30 -0.18
C -3.19 -0.69 -0.13
C -3.20 0.76 -0.08
N -2.00 1.36 -0.04
C -1.92 2.69 0.04
C -3.05 3.48 0.06
C -4.30 2.89 0.02
C -4.42 1.48 -0.04
H -6.56 -1.21 -0.08
H -5.25 -3.38 -0.14
H -3.03 -4.49 -0.18
H -0.97 -3.08 -0.21
H -0.92 3.11 0.09
H -2.96 4.56 0.12
H -5.19 3.48 0.03
C 0.30 0.47 5.83
As -1.06 -0.27 4.68
C -2.49 1.02 4.71
C -1.76 -1.77 5.68
S -0.40 -0.84 2.80
H -0.14 0.73 6.79
H 0.72 1.35 5.36
H 1.08 -0.28 5.96
H -2.83 1.15 5.74
H -3.30 0.66 4.09
H -2.13 1.97 4.32
H -2.01 -1.47 6.70
H -1.01 -2.55 5.69
H -2.65 -2.13 5.17
N -1.07 0.13 -6.97
C -1.09 0.11 -5.60
C -1.13 1.29 -4.85
C -1.06 1.20 -3.48
N -0.95 0.06 -2.80
C -0.96 -1.07 -3.52
C -1.03 -1.10 -4.89
H -1.32 0.98 -7.44
H -1.24 -0.72 -7.47
H -1.22 2.25 -5.34
H -1.09 2.11 -2.88
H -0.92 -1.99 -2.95
H -1.03 -2.05 -5.42
C 2.06 2.24 2.40
Si 3.16 0.84 1.81
C 4.88 1.55 1.54
C 3.34 -0.44 3.17
Si 2.35 -0.06 -0.20
Si 2.81 -2.34 -0.39
C 4.67 -2.59 -0.40
C 2.09 -3.29 1.05
C 2.11 -3.02 -1.98
Si 3.04 1.22 -2.02
C 4.90 1.43 -2.07
C 2.24 2.92 -1.88
C 2.54 0.45 -3.66
H 2.49 2.73 3.28
H 1.07 1.85 2.66
H 1.92 2.99 1.62
H 5.33 1.80 2.50
H 4.85 2.46 0.94
H 5.54 0.84 1.03
H 3.74 0.03 4.07
H 4.02 -1.24 2.87
H 2.37 -0.89 3.40
H 5.14 -2.15 0.49
H 5.13 -2.11 -1.27
H 4.92 -3.65 -0.42
H 2.61 -3.05 1.98
H 2.16 -4.36 0.88
H 1.03 -3.04 1.21
H 2.33 -2.38 -2.83
H 1.02 -3.12 -1.92
H 2.52 -4.01 -2.20
H 5.27 1.98 -1.20
H 5.20 1.99 -2.96
H 5.41 0.47 -2.09
H 2.57 3.42 -0.96
H 1.15 2.84 -1.84
H 2.51 3.55 -2.73
H 3.09 -0.47 -3.84
H 2.75 1.13 -4.48
H 1.47 0.21 -3.68
```

Its net charge is 0. The LUMO energy (spin up / spin down) comes out at 0.1 / 0.1 eV. Its multiplicity is 2.



Quick one: most stable of them? 2



1.
Molecular formula: C3H10NO
Method: DFT, ωB97M-V/def2-TZVPD

Geometry as XYZ:
```
15
Properties=species:S:1:pos:R:3
C 2.86 -1.63 -0.73
O 1.70 -1.13 -0.27
H 3.11 -1.34 -1.79
H 3.76 -1.33 -0.15
H 2.90 -2.76 -0.75
C -2.32 1.55 0.50
C -0.91 1.00 0.32
N -0.95 -0.40 -0.03
H -2.81 1.02 1.32
H -2.29 2.62 0.74
H -2.87 1.40 -0.42
H -0.40 1.52 -0.48
H -0.33 1.20 1.24
H 0.01 -0.78 -0.15
H -1.45 -0.95 0.65
```

Its net charge is -1. The LUMO energy comes out at 4.1 eV.



2.
Molecular formula: C3H10NO
Method: DFT, ωB97M-V/def2-TZVPD

Geometry as XYZ:
```
15
Properties=species:S:1:pos:R:3
C -1.59 -0.96 2.78
H -1.20 -0.13 3.36
H -2.15 -0.56 1.94
H -2.26 -1.51 3.45
H -0.78 -1.58 2.43
C 0.59 -0.37 -0.57
O 0.07 -0.20 0.67
C 0.73 0.97 -1.32
N 1.22 0.85 -2.70
H 1.59 -0.89 -0.59
H -0.08 -1.02 -1.21
H -0.26 1.43 -1.28
H 1.40 1.56 -0.69
H 0.56 1.20 -3.38
H 2.14 1.21 -2.87
```

Its net charge is -1. The LUMO energy comes out at 4.4 eV.



3.
Molecular formula: C3H10NO
Method: DFT, ωB97M-V/def2-TZVPD

Geometry as XYZ:
```
15
Properties=species:S:1:pos:R:3
C 0.88 1.97 0.28
O 0.92 1.75 -1.06
H 1.80 1.68 0.91
H -0.02 1.48 0.68
H 0.75 3.04 0.55
C -0.64 -1.34 0.91
C -0.88 -1.16 -0.58
N 0.45 -0.78 -1.15
H 0.28 -0.84 1.24
H -0.74 -2.32 1.41
H -1.44 -0.84 1.50
H -1.54 -0.30 -0.77
H -1.28 -1.86 -1.32
H 1.12 -0.24 -0.61
H 0.33 -0.24 -1.99
```

Its net charge is -1. The LUMO energy comes out at 4.2 eV.



Quick one: most stable of them? 1



1.
Molecular formula: C6H7OPS
Method: DFT, ωB97M-V/def2-TZVPD

Geometry as XYZ:
```
16
Properties=species:S:1:pos:R:3
C -1.80 1.08 0.02
C -0.71 1.35 0.76
C -1.67 0.51 -1.30
C 0.62 1.23 0.32
C -0.71 -0.29 -1.74
C 1.68 1.15 1.08
O 0.21 -0.80 -2.24
P 3.01 1.18 2.02
S 0.93 -3.38 -0.33
H -2.72 1.19 0.61
H -0.86 1.49 1.81
H -2.43 0.68 -2.07
H 0.84 1.14 -0.71
H -0.35 -3.37 -0.79
H 3.44 -0.10 1.59
H 0.53 -3.06 0.97
```

Its net charge is 0. The LUMO energy comes out at -0.1 eV.



2.
Molecular formula: C6H7OPS
Method: DFT, ωB97M-V/def2-TZVPD

Geometry as XYZ:
```
16
Properties=species:S:1:pos:R:3
C 1.97 0.13 0.28
C 1.38 1.33 0.05
C 1.35 -1.15 0.15
C 0.02 1.52 -0.34
C 0.07 -1.29 -0.19
C -0.85 0.53 -0.50
O -0.74 -2.31 -0.37
P -2.53 0.20 -0.99
S -3.47 0.12 0.90
H 3.01 0.12 0.58
H 1.97 2.22 0.17
H 1.97 -2.03 0.34
H -0.30 2.54 -0.50
H -0.29 -3.16 -0.25
H -2.88 1.55 -1.17
H -3.58 -1.21 0.91
```

Its net charge is 0. The LUMO energy comes out at 0.4 eV.



Quick one: most stable of them? 2